DFT (ωB97M-V/def2-TZVPD) results for a cluster of 12 separate species, C88H196N12O12 in total.

Each atom is followed by the atoms it is bonded to, with distances in Å.
Positions of all 308 atoms, in Å:
1 C 5.580 -4.444 0.214  C2 1.574, H12 1.114, H13 1.102, H14 1.079
2 C 6.091 -3.531 1.390  C1 1.574, C3 1.543, N7 1.484, C11 1.520
3 C 5.893 -2.081 0.901  C2 1.543, C4 1.536, H15 1.089, H16 1.117
4 C 6.002 -0.984 1.971  C3 1.536, C5 1.542, H17 1.079, H18 1.094
5 C 4.956 -1.327 3.051  C4 1.542, C6 1.508, H19 1.105, H20 1.106
6 C 5.195 -2.679 3.676  C5 1.508, N7 1.504, C9 1.500, C10 1.553
7 N 5.175 -3.675 2.549  C2 1.484, C6 1.504, O8 1.404
8 O 4.936 -4.995 2.963  N7 1.404, H30 0.979
9 C 6.443 -2.751 4.506  C6 1.500, H21 1.088, H22 1.082, H23 1.089
10 C 4.017 -3.044 4.620  C6 1.553, H24 1.097, H25 1.097, H26 1.091
11 C 7.522 -3.932 1.709  C2 1.520, H27 1.093, H28 1.084, H29 1.073
12 H 5.993 -4.105 -0.764  C1 1.114
13 H 4.490 -4.341 0.087  C1 1.102
14 H 5.860 -5.484 0.290  C1 1.079
15 H 6.529 -1.899 0.035  C3 1.089
16 H 4.829 -1.980 0.576  C3 1.117
17 H 5.802 -0.001 1.573  C4 1.079
18 H 6.944 -0.963 2.527  C4 1.094
19 H 3.961 -1.266 2.575  C5 1.105
20 H 5.011 -0.551 3.837  C5 1.106
21 H 6.690 -3.771 4.793  C9 1.088
22 H 7.320 -2.342 4.022  C9 1.082
23 H 6.389 -2.234 5.463  C9 1.089
24 H 3.067 -3.119 4.077  C10 1.097
25 H 4.167 -3.956 5.213  C10 1.097
26 H 3.863 -2.227 5.326  C10 1.091
27 H 7.608 -4.871 2.262  C11 1.093
28 H 7.956 -3.138 2.305  C11 1.084
29 H 8.203 -4.035 0.887  C11 1.073
30 H 5.815 -5.353 3.200  O8 0.979
31 C -4.349 -1.139 4.638  C32 1.568, H42 1.094, H43 1.088, H44 1.083
32 C -3.602 -1.423 5.987  C31 1.568, C33 1.510, N37 1.510, C41 1.545
33 C -2.616 -2.529 5.695  C32 1.510, C34 1.474, H45 1.080, H46 1.093
34 C -1.648 -2.750 6.784  C33 1.474, C35 1.524, H47 1.096, H48 1.088
35 C -0.777 -1.508 6.927  C34 1.524, C36 1.516, H49 1.108, H50 1.105
36 C -1.610 -0.257 7.130  C35 1.516, N37 1.479, C39 1.573, C40 1.571
37 N -2.693 -0.225 6.124  C32 1.510, C36 1.479, O38 1.436
38 O -3.433 1.005 6.088  N37 1.436, H60 0.987
39 C -2.179 -0.059 8.583  C36 1.573, H51 1.079, H52 1.111, H53 1.088
40 C -0.672 0.974 6.860  C36 1.571, H54 1.079, H55 1.087, H56 1.089
41 C -4.608 -1.605 7.146  C32 1.545, H57 1.095, H58 1.081, H59 1.082
42 H -4.727 -2.101 4.280  C31 1.094
43 H -3.649 -0.737 3.908  C31 1.088
44 H -5.207 -0.480 4.700  C31 1.083
45 H -3.111 -3.463 5.474  C33 1.080
46 H -2.020 -2.296 4.808  C33 1.093
47 H -1.056 -3.656 6.610  C34 1.096
48 H -2.153 -2.859 7.742  C34 1.088
49 H -0.285 -1.298 5.956  C35 1.108
50 H -0.017 -1.636 7.719  C35 1.105
51 H -2.429 -1.011 9.023  C39 1.079
52 H -1.352 0.355 9.199  C39 1.111
53 H -3.051 0.589 8.646  C39 1.088
54 H -0.246 1.000 5.869  C40 1.079
55 H -1.184 1.923 6.999  C40 1.087
56 H 0.178 1.002 7.540  C40 1.089
57 H -5.251 -2.464 6.928  C41 1.095
58 H -5.243 -0.733 7.214  C41 1.081
59 H -4.139 -1.773 8.107  C41 1.082
60 H -3.074 1.584 5.375  O38 0.987
61 C 5.321 -0.685 -2.123  C62 1.590, H72 1.115, H73 1.105, H74 1.103
62 C 5.361 0.110 -3.499  C61 1.590, C63 1.544, N67 1.469, C71 1.559
63 C 5.801 -0.921 -4.561  C62 1.544, C64 1.550, H75 1.107, H76 1.093
64 C 5.473 -0.464 -6.005  C63 1.550, C65 1.511, H77 1.075, H78 1.085
65 C 4.028 -0.028 -6.080  C64 1.511, C66 1.534, H79 1.083, H80 1.108
66 C 3.654 1.088 -5.097  C65 1.534, N67 1.471, C69 1.518, C70 1.572
67 N 3.987 0.557 -3.766  C62 1.469, C66 1.471, O68 1.452
68 O 3.574 1.467 -2.713  N67 1.452, H90 0.979
69 C 4.294 2.429 -5.408  C66 1.518, H81 1.084, H82 1.082, H83 1.087
70 C 2.093 1.249 -5.181  C66 1.572, H84 1.096, H85 1.080, H86 1.098
71 C 6.381 1.283 -3.385  C62 1.559, H87 1.091, H88 1.099, H89 1.105
72 H 5.360 0.015 -1.255  C61 1.115
73 H 6.203 -1.349 -2.084  C61 1.105
74 H 4.412 -1.298 -2.009  C61 1.103
75 H 6.887 -1.092 -4.432  C63 1.107
76 H 5.308 -1.889 -4.441  C63 1.093
77 H 5.742 -1.241 -6.700  C64 1.075
78 H 6.107 0.381 -6.252  C64 1.085
79 H 3.352 -0.854 -5.896  C65 1.083
80 H 3.846 0.317 -7.117  C65 1.108
81 H 5.241 2.296 -5.919  C69 1.084
82 H 3.689 2.951 -6.136  C69 1.082
83 H 4.429 3.031 -4.512  C69 1.087
84 H 1.731 1.495 -6.185  C70 1.096
85 H 1.553 0.379 -4.839  C70 1.080
86 H 1.761 2.083 -4.548  C70 1.098
87 H 6.601 1.636 -4.393  C71 1.091
88 H 7.355 1.066 -2.922  C71 1.099
89 H 5.920 2.116 -2.824  C71 1.105
90 H 2.656 1.177 -2.535  O68 0.979
91 C -3.685 -6.332 -0.621  C92 1.495, H102 1.089, H103 1.092, H104 1.084
92 C -2.723 -5.463 0.125  C91 1.495, C93 1.527, N97 1.470, C101 1.579
93 C -3.478 -4.871 1.313  C92 1.527, C94 1.523, H105 1.091, H106 1.110
94 C -2.640 -4.252 2.424  C93 1.523, C95 1.552, H107 1.087, H108 1.093
95 C -1.486 -5.197 2.853  C94 1.552, C96 1.529, H109 1.102, H110 1.092
96 C -0.613 -5.764 1.733  C95 1.529, N97 1.544, C99 1.553, C100 1.520
97 N -1.629 -6.268 0.684  C92 1.470, C96 1.544, O98 1.418
98 O -0.928 -7.036 -0.280  N97 1.418, H120 0.969
99 C 0.349 -4.724 1.097  C96 1.553, H111 1.107, H112 1.110, H113 1.102
100 C 0.125 -6.988 2.250  C96 1.520, H114 1.079, H115 1.093, H116 1.087
101 C -2.201 -4.370 -0.887  C92 1.579, H117 1.099, H118 1.098, H119 1.098
102 H -3.252 -6.874 -1.461  C91 1.089
103 H -4.558 -5.765 -0.952  C91 1.092
104 H -4.105 -7.094 0.024  C91 1.084
105 H -4.263 -4.199 0.961  C93 1.091
106 H -3.990 -5.726 1.800  C93 1.110
107 H -3.307 -4.053 3.259  C94 1.087
108 H -2.222 -3.284 2.135  C94 1.093
109 H -1.961 -6.012 3.422  C95 1.102
110 H -0.964 -4.627 3.624  C95 1.092
111 H 1.181 -4.466 1.780  C99 1.107
112 H 0.815 -5.172 0.194  C99 1.110
113 H -0.150 -3.779 0.830  C99 1.102
114 H 0.734 -6.661 3.079  C100 1.079
115 H -0.516 -7.782 2.640  C100 1.093
116 H 0.848 -7.404 1.554  C100 1.087
117 H -1.875 -3.476 -0.337  C101 1.099
118 H -2.999 -4.057 -1.574  C101 1.098
119 H -1.371 -4.761 -1.491  C101 1.098
120 H -0.217 -6.449 -0.578  O98 0.969
121 C -7.726 -2.231 -2.891  C122 1.549, H132 1.109, H133 1.103, H134 1.096
122 C -6.262 -2.120 -2.396  C121 1.549, C123 1.534, N127 1.463, C131 1.532
123 C -5.648 -0.745 -2.688  C122 1.534, C124 1.511, H135 1.103, H136 1.111
124 C -6.114 0.349 -1.755  C123 1.511, C125 1.548, H137 1.095, H138 1.086
125 C -5.818 -0.034 -0.284  C124 1.548, C126 1.523, H139 1.093, H140 1.094
126 C -6.330 -1.406 0.131  C125 1.523, N127 1.497, C129 1.524, C130 1.563
127 N -6.082 -2.390 -0.970  C122 1.463, C126 1.497, O128 1.396
128 O -6.191 -3.716 -0.544  N127 1.396, H150 0.987
129 C -5.517 -1.784 1.364  C126 1.524, H141 1.079, H142 1.094, H143 1.080
130 C -7.846 -1.254 0.477  C126 1.563, H144 1.090, H145 1.087, H146 1.098
131 C -5.476 -3.126 -3.243  C122 1.532, H147 1.090, H148 1.099, H149 1.101
132 H -8.143 -3.239 -2.691  C121 1.109
133 H -7.746 -2.160 -3.991  C121 1.103
134 H -8.384 -1.455 -2.481  C121 1.096
135 H -4.551 -0.860 -2.667  C123 1.103
136 H -5.884 -0.531 -3.753  C123 1.111
137 H -7.150 0.549 -2.047  C124 1.095
138 H -5.553 1.255 -1.962  C124 1.086
139 H -6.092 0.758 0.417  C125 1.093
140 H -4.724 -0.083 -0.290  C125 1.094
141 H -5.614 -1.022 2.121  C129 1.079
142 H -5.873 -2.632 1.956  C129 1.094
143 H -4.453 -1.927 1.242  C129 1.080
144 H -8.268 -2.260 0.458  C130 1.090
145 H -7.999 -0.830 1.467  C130 1.087
146 H -8.349 -0.626 -0.270  C130 1.098
147 H -5.543 -2.995 -4.323  C131 1.090
148 H -5.863 -4.145 -3.100  C131 1.099
149 H -4.390 -3.208 -3.083  C131 1.101
150 H -7.161 -3.853 -0.422  O128 0.987
151 C -3.088 6.163 -4.367  C152 1.525, H162 1.077, H163 1.102, H164 1.092
152 C -2.831 5.063 -5.391  C151 1.525, C153 1.478, N157 1.473, C161 1.581
153 C -1.561 5.319 -6.104  C152 1.478, C154 1.541, H165 1.095, H166 1.098
154 C -1.142 4.207 -7.085  C153 1.541, C155 1.524, H167 1.087, H168 1.082
155 C -0.991 2.964 -6.216  C154 1.524, C156 1.516, H169 1.091, H170 1.106
156 C -2.183 2.541 -5.380  C155 1.516, N157 1.496, C159 1.582, C160 1.557
157 N -2.738 3.759 -4.712  C152 1.473, C156 1.496, O158 1.410
158 O -3.835 3.440 -3.885  N157 1.410, H180 0.970
159 C -3.359 1.781 -6.118  C156 1.582, H171 1.095, H172 1.084, H173 1.086
160 C -1.566 1.638 -4.270  C156 1.557, H174 1.104, H175 1.088, H176 1.085
161 C -4.073 5.008 -6.367  C152 1.581, H177 1.101, H178 1.072, H179 1.100
162 H -4.019 6.104 -3.829  C151 1.077
163 H -3.109 7.176 -4.799  C151 1.102
164 H -2.293 6.251 -3.624  C151 1.092
165 H -1.739 6.236 -6.675  C153 1.095
166 H -0.734 5.572 -5.428  C153 1.098
167 H -0.253 4.473 -7.652  C154 1.087
168 H -1.974 4.099 -7.769  C154 1.082
169 H -0.227 3.323 -5.526  C155 1.091
170 H -0.502 2.092 -6.691  C155 1.106
171 H -3.112 0.728 -6.285  C159 1.095
172 H -4.324 1.708 -5.629  C159 1.084
173 H -3.587 2.126 -7.122  C159 1.086
174 H -0.999 0.788 -4.689  C160 1.104
175 H -0.862 2.045 -3.547  C160 1.088
176 H -2.334 1.142 -3.686  C160 1.085
177 H -5.026 4.893 -5.829  C161 1.101
178 H -4.043 4.206 -7.077  C161 1.072
179 H -4.222 5.906 -6.984  C161 1.100
180 H -4.642 3.156 -4.342  O158 0.970
181 C 3.244 -4.475 -4.299  C182 1.528, H192 1.107, H193 1.070, H194 1.092
182 C 1.763 -4.202 -4.045  C181 1.528, C183 1.526, N187 1.473, C191 1.562
183 C 1.700 -2.744 -3.597  C182 1.526, C184 1.542, H195 1.101, H196 1.089
184 C 0.293 -2.116 -3.555  C183 1.542, C185 1.515, H197 1.110, H198 1.098
185 C -0.448 -2.317 -4.860  C184 1.515, C186 1.495, H199 1.100, H200 1.115
186 C -0.434 -3.730 -5.349  C185 1.495, N187 1.513, C189 1.541, C190 1.559
187 N 1.013 -4.172 -5.312  C182 1.473, C186 1.513, O188 1.393
188 O 1.302 -5.314 -6.055  N187 1.393, H210 0.961
189 C -1.351 -4.743 -4.636  C186 1.541, H201 1.110, H202 1.073, H203 1.095
190 C -0.891 -3.718 -6.839  C186 1.559, H204 1.086, H205 1.088, H206 1.106
191 C 1.261 -5.178 -2.933  C182 1.562, H207 1.091, H208 1.082, H209 1.083
192 H 3.633 -3.849 -5.124  C181 1.107
193 H 3.400 -5.497 -4.574  C181 1.070
194 H 3.842 -4.245 -3.414  C181 1.092
195 H 2.107 -2.655 -2.578  C183 1.101
196 H 2.247 -2.097 -4.281  C183 1.089
197 H 0.478 -1.070 -3.233  C184 1.110
198 H -0.293 -2.564 -2.742  C184 1.098
199 H 0.127 -1.766 -5.620  C185 1.100
200 H -1.451 -1.832 -4.809  C185 1.115
201 H -1.340 -5.696 -5.206  C189 1.110
202 H -1.093 -4.981 -3.623  C189 1.073
203 H -2.395 -4.414 -4.679  C189 1.095
204 H -0.231 -3.119 -7.460  C190 1.086
205 H -0.947 -4.743 -7.198  C190 1.088
206 H -1.921 -3.313 -6.876  C190 1.106
207 H 2.084 -5.397 -2.251  C191 1.091
208 H 0.915 -6.116 -3.348  C191 1.082
209 H 0.438 -4.755 -2.371  C191 1.083
210 H 0.762 -5.985 -5.629  O188 0.961
211 C -1.253 -0.407 -0.851  C212 1.547, H222 1.088, H223 1.097, H224 1.071
212 C -0.987 0.615 0.280  C211 1.547, C213 1.512, N217 1.483, C221 1.527
213 C -1.300 0.270 1.719  C212 1.512, C214 1.508, H225 1.116, H226 1.121
214 C -0.391 -0.796 2.280  C213 1.508, C215 1.517, H227 1.103, H228 1.088
215 C 1.028 -0.267 2.208  C214 1.517, C216 1.507, H229 1.096, H230 1.094
216 C 1.442 0.183 0.830  C215 1.507, N217 1.489, C219 1.499, C220 1.549
217 N 0.415 1.098 0.259  C212 1.483, C216 1.489, O218 1.452
218 O 0.819 1.540 -1.064  N217 1.452, H240 0.972
219 C 2.681 1.020 0.939  C216 1.499, H231 1.095, H232 1.088, H233 1.106
220 C 1.793 -1.000 -0.106  C216 1.549, H234 1.112, H235 1.105, H236 1.099
221 C -1.904 1.777 -0.096  C212 1.527, H237 1.100, H238 1.088, H239 1.102
222 H -0.901 -0.045 -1.815  C211 1.088
223 H -2.292 -0.725 -0.999  C211 1.097
224 H -0.627 -1.262 -0.697  C211 1.071
225 H -1.267 1.194 2.344  C213 1.116
226 H -2.339 -0.150 1.754  C213 1.121
227 H -0.479 -1.650 1.588  C214 1.103
228 H -0.657 -1.169 3.267  C214 1.088
229 H 1.757 -0.993 2.585  C215 1.096
230 H 1.067 0.607 2.865  C215 1.094
231 H 3.528 0.477 1.370  C219 1.095
232 H 3.065 1.325 -0.033  C219 1.088
233 H 2.556 1.945 1.532  C219 1.106
234 H 2.842 -1.347 0.018  C220 1.112
235 H 1.227 -1.926 0.103  C220 1.105
236 H 1.732 -0.747 -1.173  C220 1.099
237 H -1.783 2.698 0.492  C221 1.100
238 H -2.927 1.479 0.127  C221 1.088
239 H -1.871 2.069 -1.158  C221 1.102
240 H 0.537 2.469 -1.010  O218 0.972
241 C -1.593 7.951 1.454  C242 1.534, H247 1.091, H248 1.103, H249 1.105
242 C -0.694 6.821 1.973  C241 1.534, C243 1.452, N246 1.483, H250 1.096
243 C -0.739 6.828 3.424  C242 1.452, O244 1.408, H251 1.108, H252 1.084
244 O -0.030 5.716 3.919  C243 1.408, C245 1.450
245 C -0.220 5.607 5.353  O244 1.450, H253 1.099, H254 1.083, H255 1.110
246 N -1.243 5.545 1.453  C242 1.483, H256 1.035, H257 1.029
247 H -2.603 7.688 1.770  C241 1.091
248 H -1.490 7.916 0.357  C241 1.103
249 H -1.377 8.967 1.830  C241 1.105
250 H 0.348 6.943 1.654  C242 1.096
251 H -1.797 6.766 3.746  C243 1.108
252 H -0.324 7.751 3.814  C243 1.084
253 H 0.266 6.459 5.848  C245 1.099
254 H 0.284 4.704 5.673  C245 1.083
255 H -1.288 5.576 5.657  C245 1.110
256 H -0.569 4.789 1.666  N246 1.035
257 H -1.466 5.591 0.449  N246 1.029
258 C 7.549 4.189 1.104  C259 1.516, H264 1.098, H265 1.101, H266 1.084
259 C 6.744 3.134 1.838  C258 1.516, C260 1.491, N263 1.473, H267 1.092
260 C 7.232 2.956 3.236  C259 1.491, O261 1.384, H268 1.112, H269 1.094
261 O 6.473 1.996 3.883  C260 1.384, C262 1.427
262 C 6.826 1.745 5.243  O261 1.427, H270 1.089, H271 1.104, H272 1.081
263 N 5.312 3.453 1.705  C259 1.473, H273 1.034, H274 1.026
264 H 7.261 4.144 0.046  C258 1.098
265 H 8.636 4.050 1.209  C258 1.101
266 H 7.276 5.155 1.514  C258 1.084
267 H 6.813 2.172 1.327  C259 1.092
268 H 7.180 3.913 3.801  C260 1.112
269 H 8.290 2.685 3.171  C260 1.094
270 H 6.871 2.660 5.830  C262 1.089
271 H 7.814 1.257 5.317  C262 1.104
272 H 6.119 1.073 5.708  C262 1.081
273 H 5.039 4.154 2.415  N263 1.034
274 H 4.784 2.683 2.131  N263 1.026
275 C 2.697 5.502 0.097  C276 1.527, H281 1.096, H282 1.085, H283 1.109
276 C 2.877 4.311 -0.842  C275 1.527, C277 1.489, N280 1.484, H284 1.096
277 C 1.948 4.438 -2.000  C276 1.489, O278 1.432, H285 1.133, H286 1.098
278 O 0.599 4.228 -1.569  C277 1.432, C279 1.431
279 C -0.496 4.541 -2.435  O278 1.431, H287 1.095, H288 1.079, H289 1.102
280 N 4.254 4.211 -1.385  C276 1.484, H290 1.019, H291 1.024
281 H 1.697 5.675 0.512  C275 1.096
282 H 3.014 6.412 -0.399  C275 1.085
283 H 3.417 5.389 0.933  C275 1.109
284 H 2.585 3.357 -0.388  C276 1.096
285 H 2.216 3.674 -2.792  C277 1.133
286 H 1.945 5.464 -2.391  C277 1.098
287 H -0.626 5.622 -2.556  C279 1.095
288 H -1.356 4.110 -1.945  C279 1.079
289 H -0.397 4.074 -3.428  C279 1.102
290 H 4.959 4.196 -0.650  N280 1.019
291 H 4.367 3.471 -2.083  N280 1.024
292 C -4.489 2.619 2.844  C293 1.501, H298 1.088, H299 1.098, H300 1.089
293 C -3.694 3.531 3.733  C292 1.501, C294 1.504, N297 1.503, H301 1.109
294 C -4.426 3.946 4.980  C293 1.504, O295 1.445, H302 1.103, H303 1.117
295 O -5.616 4.713 4.690  C294 1.445, C296 1.395
296 C -6.183 5.113 5.899  O295 1.395, H304 1.085, H305 1.111, H306 1.089
297 N -2.518 2.774 4.283  C293 1.503, H307 1.026, H308 1.002
298 H -4.658 1.632 3.269  C292 1.088
299 H -3.879 2.465 1.944  C292 1.098
300 H -5.423 3.058 2.495  C292 1.089
301 H -3.360 4.390 3.118  C293 1.109
302 H -3.778 4.539 5.647  C294 1.103
303 H -4.690 3.047 5.588  C294 1.117
304 H -7.050 5.733 5.696  C296 1.085
305 H -5.477 5.654 6.565  C296 1.111
306 H -6.561 4.273 6.479  C296 1.089
307 H -2.213 2.031 3.643  N297 1.026
308 H -1.728 3.357 4.482  N297 1.002

Calculated total energy = -136875.496 eV
HOMO-LUMO gap = 8.2 eV
F_max = 2.95 eV/Å
Relative energy (zero: lowest compared OMol25 entry of this formula, charge and spin) = 0.0 kcal/mol
LUMO = 0.45 eV
HOMO = -7.70 eV

These are the Löwdin partial charges, in e, on atoms 1 to 4:
1 C -0.03
2 C -0.48
3 C -0.13
4 C -0.16